No. 1
{"formula": "C50H125N8O17Zn", "method": "the ωB97M-V functional and the def2-TZVPD basis", "gap_ev": 5.378, "charge": 1, "multiplicity": 1, "homo_energy_ev": -9.488, "elements": ["Zn", "C", "C", "O", "H", "H", "H", "H", "H", "C", "O", "C", "C", "N", "C", "C", "O", "C", "H", "H", "H", "H", "H", "H", "H", "H", "H", "H", "H", "H", "H", "H", "H", "C", "O", "C", "C", "N", "C", "C", "O", "C", "H", "H", "H", "H", "H", "H", "H", "H", "H", "H", "H", "H", "H", "H", "H", "C", "O", "C", "C", "N", "C", "C", "O", "C", "H", "H", "H", "H", "H", "H", "H", "H", "H", "H", "H", "H", "H", "H", "H", "C", "O", "C", "C", "N", "C", "C", "O", "C", "H", "H", "H", "H", "H", "H", "H", "H", "H", "H", "H", "H", "H", "H", "H", "C", "O", "C", "C", "N", "C", "C", "O", "C", "H", "H", "H", "H", "H", "H", "H", "H", "H", "H", "H", "H", "H", "H", "H", "C", "O", "C", "C", "N", "C", "C", "O", "C", "H", "H", "H", "H", "H", "H", "H", "H", "H", "H", "H", "H", "H", "H", "H", "C", "O", "C", "C", "N", "C", "C", "O", "C", "H", "H", "H", "H", "H", "H", "H", "H", "H", "H", "H", "H", "H", "H", "H", "C", "O", "C", "C", "N", "C", "C", "O", "C", "H", "H", "H", "H", "H", "H", "H", "H", "H", "H", "H", "H", "H", "H", "H"], "positions_angstrom": [[3.272, 1.997, 2.181], [-0.411, 0.658, 1.203], [0.907, 0.325, 0.575], [2.004, 0.628, 1.396], [-0.461, 0.154, 2.172], [-1.333, 0.424, 0.671], [-0.528, 1.712, 1.476], [0.906, 0.756, -0.443], [0.945, -0.696, 0.177], [1.769, -0.709, 4.674], [2.218, -1.956, 4.181], [2.461, -2.906, 5.198], [2.737, -4.254, 4.541], [3.833, -4.191, 3.568], [5.100, -4.159, 4.307], [6.299, -3.833, 3.324], [6.076, -3.001, 2.176], [7.358, -2.670, 1.637], [1.304, -0.607, 5.657], [1.248, -0.057, 3.974], [2.719, -0.189, 4.892], [1.608, -3.060, 5.867], [3.299, -2.720, 5.879], [1.798, -4.637, 4.135], [2.959, -4.986, 5.331], [3.844, -5.041, 3.010], [5.278, -5.148, 4.736], [5.215, -3.305, 4.972], [6.613, -4.839, 3.028], [7.072, -3.411, 3.969], [7.263, -1.738, 1.076], [7.855, -3.484, 1.111], [8.024, -2.295, 2.422], [-4.303, 2.458, 0.962], [-3.645, 1.305, 0.428], [-4.447, 0.212, 0.078], [-3.731, -1.083, 0.365], [-4.619, -2.195, 0.019], [-4.084, -3.519, 0.323], [-4.156, -3.815, 1.784], [-3.871, -5.206, 1.956], [-4.191, -5.599, 3.249], [-5.074, 2.869, 0.302], [-3.749, 3.386, 1.113], [-4.762, 2.206, 1.919], [-4.782, 0.345, -0.955], [-5.396, 0.132, 0.631], [-3.229, -1.312, 1.307], [-2.957, -1.056, -0.412], [-5.539, -2.020, 0.398], [-3.135, -3.883, -0.074], [-4.790, -4.200, -0.163], [-5.128, -3.467, 2.146], [-3.437, -3.179, 2.310], [-3.750, -4.963, 4.024], [-3.992, -6.647, 3.482], [-5.241, -5.591, 3.577], [-1.574, 3.365, -1.145], [-2.379, 3.333, -2.303], [-3.762, 3.670, -2.085], [-4.360, 4.067, -3.440], [-4.548, 5.539, -3.420], [-3.223, 6.147, -3.560], [-2.704, 6.246, -5.029], [-3.518, 7.237, -5.612], [-3.224, 7.428, -6.995], [-1.640, 2.396, -0.644], [-1.792, 4.177, -0.446], [-0.508, 3.420, -1.385], [-3.812, 4.413, -1.289], [-4.222, 2.742, -1.735], [-5.402, 3.742, -3.481], [-3.806, 3.653, -4.284], [-5.101, 5.821, -4.222], [-2.498, 5.809, -2.827], [-3.462, 7.210, -3.445], [-2.900, 5.296, -5.534], [-1.665, 6.551, -4.882], [-3.524, 6.550, -7.570], [-2.131, 7.474, -7.039], [-3.643, 8.402, -7.234], [-1.375, -0.211, -2.635], [-2.626, -0.256, -3.243], [-2.737, -1.362, -4.151], [-4.232, -1.415, -4.558], [-5.018, -1.996, -3.481], [-6.444, -1.760, -3.646], [-7.348, -2.408, -2.549], [-7.294, -3.808, -2.670], [-8.192, -4.385, -3.595], [-1.265, 0.757, -2.144], [-0.555, -0.310, -3.357], [-1.275, -1.014, -1.895], [-2.392, -2.342, -3.817], [-2.105, -1.072, -4.996], [-4.275, -2.089, -5.419], [-4.682, -0.470, -4.882], [-4.741, -1.653, -2.570], [-6.855, -2.092, -4.598], [-6.534, -0.684, -3.435], [-8.302, -1.882, -2.666], [-7.020, -2.071, -1.564], [-7.671, -4.563, -4.543], [-8.974, -3.667, -3.852], [-8.534, -5.366, -3.269], [-0.518, -2.797, 2.622], [0.521, -3.245, 1.824], [0.192, -3.726, 0.526], [1.503, -3.791, -0.289], [2.761, -3.868, 0.416], [3.850, -4.505, -0.381], [4.303, -5.857, 0.245], [3.659, -6.134, 1.476], [4.044, -7.270, 2.192], [-1.354, -3.511, 2.667], [-1.094, -1.952, 2.221], [-0.236, -2.562, 3.645], [-0.623, -3.142, 0.079], [-0.380, -4.632, 0.765], [1.553, -2.912, -0.943], [1.381, -4.531, -1.094], [2.608, -4.639, 1.059], [4.750, -3.923, -0.585], [3.525, -4.750, -1.398], [5.376, -5.728, 0.420], [4.254, -6.628, -0.527], [4.114, -8.190, 1.601], [3.274, -7.685, 2.851], [4.936, -7.154, 2.812], [1.506, 4.901, 1.701], [2.348, 3.887, 1.200], [2.668, 4.035, -0.229], [3.333, 2.691, -0.567], [4.376, 2.190, 0.349], [5.591, 2.988, 0.420], [5.535, 4.163, 1.426], [4.690, 3.893, 2.534], [4.689, 4.958, 3.454], [1.642, 4.914, 2.782], [0.452, 4.733, 1.470], [1.821, 5.870, 1.303], [3.385, 4.850, -0.126], [1.792, 4.254, -0.835], [3.838, 2.865, -1.524], [2.540, 2.002, -0.852], [4.747, 1.303, 0.029], [5.883, 3.428, -0.538], [6.433, 2.329, 0.636], [5.072, 4.995, 0.892], [6.598, 4.301, 1.626], [3.965, 4.782, 4.250], [4.349, 5.898, 3.009], [5.649, 5.173, 3.927], [5.127, -2.037, -7.185], [4.698, -3.357, -7.276], [3.280, -3.537, -7.115], [2.562, -2.675, -6.064], [2.990, -2.993, -4.724], [2.353, -2.377, -3.589], [2.359, -0.831, -3.542], [1.965, -0.110, -4.695], [1.839, 1.283, -4.415], [4.449, -1.308, -7.642], [6.026, -1.855, -7.780], [5.375, -1.728, -6.165], [3.059, -4.529, -6.711], [2.806, -3.475, -8.095], [1.476, -2.639, -5.955], [2.813, -1.685, -6.468], [3.940, -3.215, -4.473], [2.776, -2.806, -2.680], [1.302, -2.671, -3.466], [3.403, -0.526, -3.396], [1.671, -0.573, -2.730], [0.868, 1.610, -4.036], [2.000, 1.896, -5.303], [2.616, 1.613, -3.719], [-1.420, -0.150, 5.540], [-1.199, 1.207, 5.191], [-2.230, 1.669, 4.356], [-2.116, 3.203, 4.229], [-2.141, 3.936, 5.501], [-2.107, 5.376, 5.323], [-0.764, 5.887, 4.744], [0.325, 5.676, 5.632], [1.443, 6.569, 5.454], [-1.392, -0.941, 4.786], [-2.449, -0.227, 5.912], [-0.776, -0.349, 6.392], [-3.260, 1.333, 4.501], [-1.881, 1.237, 3.409], [-2.863, 3.692, 3.590], [-1.128, 3.467, 3.844], [-2.992, 3.630, 5.959], [-2.244, 5.916, 6.261], [-2.957, 5.750, 4.736], [-0.927, 6.959, 4.602], [-0.575, 5.430, 3.771], [1.613, 6.635, 4.379], [2.328, 6.270, 6.015], [1.249, 7.567, 5.856]], "atomic_forces_ev_per_a": [[-1.9, -0.6, -2.5], [-0.6, 0.1, 1.3], [0.0, 0.5, -1.0], [1.5, 0.8, 0.7], [0.0, -0.2, 0.0], [0.3, -0.3, -0.4], [0.4, 0.2, -0.3], [0.4, 1.2, 0.0], [0.1, -0.6, 1.2], [2.2, 1.1, 0.5], [-1.2, 0.0, 0.7], [0.0, -1.1, -0.1], [-0.2, -0.3, -0.1], [0.0, 0.1, 1.2], [0.5, 1.5, -2.6], [-0.6, -1.5, 0.4], [0.7, -0.4, 0.8], [-0.4, 1.1, 0.8], [-0.5, -1.0, -0.1], [-0.2, -0.7, -0.5], [0.1, 0.6, 0.0], [-0.3, 0.3, -0.1], [0.2, 0.8, -0.3], [0.2, 0.2, -0.7], [0.1, 0.1, 0.4], [-0.2, 0.5, 0.0], [0.5, 0.3, 0.6], [-1.0, -0.4, 0.7], [0.5, 0.1, -0.6], [0.3, 0.1, -0.2], [-0.4, -0.5, -0.8], [-0.2, 0.0, -0.2], [0.1, -0.6, 0.3], [-1.2, -0.3, -0.1], [0.7, 1.5, 0.6], [-1.3, 0.2, 1.2], [0.6, -0.9, -2.2], [1.3, 0.8, -0.7], [-2.1, -0.9, -0.5], [0.6, 0.0, 0.1], [-0.7, 0.8, 0.3], [-0.7, -0.6, 2.0], [-0.4, -0.6, -0.2], [1.3, -0.7, 0.0], [-0.1, 0.0, 0.1], [0.4, -0.6, -0.3], [0.0, 0.7, 0.4], [-0.2, 1.2, 0.4], [0.4, -0.5, 0.3], [0.0, -0.5, 0.2], [0.3, 1.1, -0.3], [0.0, -0.2, 0.1], [-0.3, -0.7, 0.2], [0.3, -0.3, 0.4], [0.6, 0.0, -0.2], [0.9, 0.0, -0.6], [-0.5, 0.6, -1.0], [0.1, -1.1, 0.0], [0.6, 0.9, 0.0], [0.9, -1.6, -0.7], [-1.8, 1.2, 1.4], [1.5, -1.2, -0.3], [-1.3, 2.1, -1.4], [-1.0, -0.6, 2.0], [0.0, 0.0, -0.2], [0.9, -0.2, 1.3], [-0.3, 0.2, 0.5], [-0.3, 0.1, -0.1], [-0.1, 0.3, -0.6], [-0.4, 0.4, -0.3], [-0.3, 0.1, 0.1], [0.2, -0.7, -0.1], [0.2, 0.0, 0.1], [0.0, 0.1, 0.0], [-0.1, -0.2, -0.1], [0.6, 0.1, 0.8], [0.7, -0.1, -0.3], [0.2, -0.1, -0.9], [-0.4, 0.3, -0.3], [0.0, 0.3, -0.5], [-0.2, -0.3, -0.6], [0.4, 0.1, 0.3], [-0.2, -0.8, 0.2], [-1.2, 1.7, -0.9], [0.7, -1.0, 0.3], [-0.1, -1.1, -0.3], [-0.1, 0.5, 2.0], [1.5, 0.8, -1.2], [-0.7, 0.0, 1.1], [0.7, 0.5, -1.0], [-0.1, -0.1, 0.1], [0.0, 0.0, -0.2], [0.2, 0.0, 0.1], [-0.1, 0.1, 0.7], [-0.1, -0.3, -0.3], [-0.2, 0.0, -0.1], [0.6, 0.4, 0.0], [0.1, 0.0, 0.0], [0.4, 0.3, -0.3], [-0.8, 0.3, -0.9], [-0.6, -0.8, -0.2], [0.4, -0.5, 0.1], [0.1, -0.1, -0.1], [-0.5, -0.3, 0.3], [-0.3, 0.3, 0.4], [-1.9, -0.3, -0.4], [0.9, 0.9, 0.2], [-0.3, -0.2, 1.7], [-0.9, 0.8, -2.1], [0.5, -1.6, 0.0], [-0.8, -0.4, -0.4], [1.6, 0.6, -0.1], [-0.7, -0.3, -0.5], [-0.1, -1.9, 0.1], [0.3, -0.7, 0.3], [0.6, 0.6, -0.3], [0.6, -0.1, -0.2], [0.5, 0.7, -0.4], [0.7, -0.8, -0.7], [-0.2, 0.5, 0.5], [-0.1, -0.7, 0.4], [-0.2, 0.7, 0.9], [-0.2, 0.6, 0.7], [-0.4, 0.0, 0.0], [0.1, -0.2, 0.3], [-0.6, -0.5, 0.4], [0.7, 0.4, -0.7], [-0.5, 1.2, 0.3], [0.2, 0.3, -0.3], [0.1, 0.3, 0.3], [-0.7, -0.6, -0.7], [1.2, -1.0, 2.9], [0.1, 1.0, -2.4], [-0.2, -0.2, 0.8], [0.4, 0.8, 0.4], [-0.5, -0.9, -1.5], [0.9, -1.1, 0.3], [-0.6, 1.2, 1.0], [-0.2, 0.0, 0.1], [0.0, -0.1, -0.1], [-0.1, 0.1, 0.0], [-0.1, 0.3, -1.2], [0.1, -0.1, 0.0], [0.0, 0.1, -0.2], [0.2, -0.6, 0.9], [-1.0, -0.4, -0.1], [-0.3, 0.1, -0.2], [-0.2, -0.2, 0.4], [0.5, 0.4, 0.2], [-0.2, 0.7, 0.8], [0.1, -0.5, -0.1], [0.1, -0.1, -0.4], [0.2, -0.4, -0.2], [0.6, 1.2, -0.5], [-0.9, -0.3, 0.6], [-1.3, -1.3, 0.7], [1.4, 1.4, -0.5], [0.2, -0.3, 1.1], [-1.1, 0.5, -0.9], [0.7, -0.2, 0.5], [-0.8, 0.3, -0.4], [0.4, 0.1, -0.2], [-0.4, -0.1, 0.3], [0.2, -0.7, 0.1], [-0.3, 0.0, 0.1], [0.8, -0.5, -0.6], [-0.1, 0.3, 0.0], [-0.1, -0.7, -1.0], [-0.1, 0.6, 1.0], [0.2, 0.1, -0.9], [0.4, 0.5, 0.0], [-0.2, -0.2, -0.6], [0.0, 0.2, 0.8], [0.4, 0.3, 0.4], [-0.2, -0.5, 0.3], [0.0, -0.5, -0.4], [0.0, -0.1, 0.2], [-1.0, 0.3, 1.3], [-0.4, -0.7, 0.8], [1.3, 1.1, -2.0], [0.7, 0.8, 0.6], [-0.4, -0.8, 0.4], [0.6, 0.1, 0.3], [-0.7, 0.5, 0.4], [0.6, 0.0, 0.5], [-1.3, 0.0, -0.2], [0.7, 0.4, -0.6], [-0.1, 0.0, 0.2], [0.2, -0.3, -0.2], [0.1, -0.2, 0.9], [-1.0, 0.4, -0.6], [-0.1, -0.7, -0.6], [0.0, -0.5, -0.5], [0.0, 0.4, 0.4], [0.2, -0.5, 0.3], [0.2, 0.0, -0.7], [0.2, 0.1, -0.2], [0.2, 0.0, -0.2], [0.5, 0.2, -0.1], [-0.2, -0.8, -0.2], [-0.4, 0.1, -0.2]]}


No. 2
{"formula": "C35H29GeN2O5Ru", "method": "the ωB97M-V functional and the def2-TZVPD basis", "gap_ev": [6.606, 4.278], "charge": 1, "s2": 6.043, "multiplicity": 5, "homo_energy_ev": [-10.810, -10.808], "elements": ["Ru", "O", "C", "C", "C", "C", "C", "C", "C", "O", "N", "N", "C", "C", "C", "C", "C", "C", "C", "O", "H", "H", "H", "H", "H", "H", "H", "H", "H", "H", "O", "C", "O", "C", "C", "Ge", "C", "C", "C", "C", "C", "C", "C", "C", "C", "C", "C", "C", "C", "C", "C", "C", "C", "C", "H", "H", "H", "H", "H", "H", "H", "H", "H", "H", "H", "H", "H", "H", "H", "H", "H", "H", "H"], "positions_angstrom": [[1.365, 0.260, -1.045], [5.277, 4.010, -1.759], [4.154, 4.731, -1.644], [4.206, 6.123, -1.639], [3.057, 6.873, -1.513], [1.807, 6.257, -1.385], [1.737, 4.891, -1.386], [2.893, 4.091, -1.517], [2.698, 2.666, -1.479], [1.487, 2.222, -1.299], [3.722, 1.801, -1.635], [3.297, 0.553, -1.523], [4.236, -0.391, -1.586], [4.000, -1.754, -1.634], [5.128, -2.619, -1.759], [4.962, -3.943, -1.981], [3.645, -4.465, -2.133], [2.536, -3.679, -1.997], [2.669, -2.322, -1.664], [1.596, -1.638, -1.398], [6.033, 4.601, -1.844], [5.169, 6.613, -1.729], [3.128, 7.954, -1.512], [0.910, 6.852, -1.282], [0.781, 4.395, -1.286], [5.256, -0.031, -1.658], [6.123, -2.194, -1.687], [5.821, -4.595, -2.065], [3.515, -5.516, -2.359], [1.537, -4.077, -2.100], [0.543, 0.213, 2.945], [0.744, 0.614, 1.819], [1.763, 0.230, 1.066], [-0.216, 1.599, 1.143], [-1.055, 0.885, 0.065], [-2.159, -0.655, 0.813], [-3.785, -0.654, -0.283], [-4.309, 0.554, -0.748], [-5.509, 0.592, -1.447], [-6.205, -0.582, -1.694], [-5.710, -1.789, -1.223], [-4.514, -1.824, -0.513], [-1.201, -2.352, 0.714], [-1.440, -3.219, -0.359], [-0.893, -4.496, -0.375], [-0.060, -4.908, 0.657], [0.239, -4.034, 1.694], [-0.337, -2.767, 1.731], [-2.761, -0.205, 2.608], [-2.664, -1.119, 3.654], [-3.143, -0.792, 4.917], [-3.729, 0.446, 5.141], [-3.841, 1.357, 4.101], [-3.365, 1.029, 2.838], [0.389, 2.395, 0.715], [-0.876, 2.025, 1.892], [-0.446, 0.483, -0.812], [-1.743, 1.569, -0.429], [-3.785, 1.487, -0.562], [-5.905, 1.541, -1.792], [-7.141, -0.554, -2.240], [-6.258, -2.708, -1.400], [-4.168, -2.768, -0.113], [-2.062, -2.902, -1.187], [-1.136, -5.174, -1.186], [0.358, -5.908, 0.654], [0.907, -4.341, 2.490], [-0.109, -2.105, 2.559], [-2.216, -2.091, 3.491], [-3.057, -1.506, 5.727], [-4.110, 0.696, 6.123], [-4.306, 2.321, 4.271], [-3.474, 1.747, 2.029]], "atomic_forces_ev_per_a": [[0.7, 0.1, 0.3], [-0.2, -0.1, 0.0], [-0.1, -0.1, 0.0], [0.0, 0.2, 0.0], [0.0, 0.0, 0.0], [0.0, 0.1, 0.0], [0.0, 0.1, 0.0], [0.2, 0.0, 0.0], [-0.2, 0.0, 0.0], [0.5, -0.4, 0.0], [-0.1, 0.0, 0.1], [0.1, 0.0, 0.1], [0.1, 0.0, -0.1], [-0.4, 0.0, 0.1], [0.1, 0.0, 0.0], [-0.1, -0.2, 0.0], [0.2, 0.0, 0.0], [-0.2, -0.1, 0.0], [0.1, 0.1, 0.1], [0.1, 0.2, 0.0], [0.1, 0.0, 0.0], [0.0, 0.0, 0.0], [0.0, -0.1, 0.0], [0.0, 0.0, 0.0], [0.1, 0.0, 0.0], [0.0, 0.1, 0.0], [-0.1, 0.0, 0.0], [-0.1, 0.0, 0.0], [0.0, 0.0, 0.0], [0.0, 0.0, 0.1], [0.2, 0.1, -0.3], [-0.3, -0.1, 0.3], [-0.3, 0.1, -0.7], [0.2, -0.3, -0.1], [0.2, -0.3, 0.8], [-0.2, 0.2, -0.2], [0.1, -0.1, -0.1], [0.0, -0.1, -0.1], [0.0, 0.0, 0.0], [0.0, 0.0, 0.0], [0.1, 0.0, 0.1], [-0.1, 0.2, 0.0], [0.0, 0.0, -0.1], [0.1, 0.0, 0.1], [0.0, 0.0, -0.1], [0.0, 0.0, 0.0], [0.0, 0.1, 0.0], [0.0, -0.1, 0.0], [0.2, -0.1, -0.1], [0.0, 0.1, 0.1], [0.0, 0.0, 0.0], [0.0, 0.0, 0.0], [0.0, 0.1, -0.1], [0.0, 0.0, 0.1], [-0.1, 0.2, 0.0], [-0.1, -0.1, 0.1], [-0.9, -0.1, 0.0], [0.2, 0.1, -0.2], [-0.1, 0.0, 0.0], [0.0, 0.0, 0.0], [0.0, 0.0, 0.0], [0.0, 0.1, 0.0], [0.0, -0.1, 0.0], [-0.1, 0.0, 0.0], [0.0, 0.0, 0.0], [0.0, 0.0, 0.0], [0.0, 0.0, 0.0], [0.0, 0.0, 0.0], [0.0, 0.0, 0.0], [0.0, 0.0, 0.0], [0.0, 0.0, 0.0], [0.0, 0.0, 0.0], [0.0, 0.0, 0.0]]}


These records have energy above the lowest of the compared OMol25 structures with the same formula, charge and spin values of 185.85, 46.25 kcal per mole, in the order they appear.